No. 1
Here is C18H25BBr32 as an isolated structure from OMol25. Energies are from ωB97M-V with the def2-TZVPD basis set.

Element x y z (Å)
C 2.386916 -3.034285 -3.175408
C 1.851250 -3.615536 -4.477274
C 0.335577 -3.643665 -4.621981
C -0.445909 -4.433650 -3.522315
C 0.337594 -5.626435 -2.927774
B -0.974681 -3.486298 -2.387624
C -2.043091 -2.363536 -2.574729
Br -1.799695 -0.846224 -1.417737
C -3.102827 -2.379734 -3.401356
C -3.420144 -3.496121 -4.356734
Br -4.370589 -0.974275 -3.467042
H 2.250676 -1.956984 -3.143365
H 3.454378 -3.244101 -3.110747
H 1.923238 -3.452674 -2.285148
H 2.230033 -2.984610 -5.284886
H 2.268785 -4.602720 -4.668088
H -0.050305 -2.625840 -4.701495
H 0.113254 -4.134113 -5.571147
H -1.283352 -4.896385 -4.041817
H 0.958778 -5.341745 -2.085733
H 0.918560 -6.152776 -3.680819
H -0.387569 -6.344155 -2.540667
H -0.525572 -3.601067 -1.286745
H -2.866666 -3.350430 -5.283645
H -4.473396 -3.466866 -4.619679
H -3.224929 -4.470984 -3.929604
C 1.586499 0.505145 -0.354373
Br 1.392167 1.412226 -2.038805
Br 2.922198 -0.869313 -0.451620
Br 1.913002 1.738883 1.085819
H 0.645735 0.014611 -0.150986
C 2.335405 3.831287 4.628744
Br 1.439325 5.328354 3.810467
Br 1.177904 2.303913 4.787727
Br 3.966624 3.405697 3.702164
H 2.612228 4.130266 5.630958
C -4.619789 -0.428302 1.427416
Br -4.235321 1.421353 1.781123
Br -4.227473 -1.563978 2.929966
Br -6.433945 -0.664885 0.836812
H -3.969999 -0.742535 0.621885
C 4.277266 7.279157 5.936885
Br 2.630317 8.223248 6.242686
Br 5.793454 8.454392 6.051041
Br 4.460068 5.779802 7.131737
H 4.242960 6.888163 4.927910
C -5.376125 -5.394493 3.400443
Br -3.907592 -4.817463 4.502301
Br -4.769675 -6.517345 1.961067
Br -6.748919 -6.251203 4.439467
H -5.810040 -4.508179 2.958429
C 1.828029 5.824265 -0.223819
Br 1.952006 7.686105 -0.691161
Br 0.190615 5.042022 -0.863136
Br 3.361654 4.833099 -0.818323
H 1.811089 5.767005 0.855728
C -0.699796 2.718559 -5.855316
Br -1.827060 1.199819 -5.488762
Br -0.197841 3.610117 -4.227399
Br 0.842572 2.224173 -6.893682
H -1.276786 3.415259 -6.444411
C 6.243268 7.692508 1.304229
Br 6.066632 7.887670 -0.600853
Br 5.777532 9.309018 2.232921
Br 5.240137 6.186686 1.968965
H 7.284579 7.493448 1.507818
C -7.081204 -5.333942 -1.244203
Br -7.539881 -4.222024 0.249904
Br -5.177687 -5.352243 -1.538153
Br -7.786386 -7.113876 -1.063137
H -7.533905 -4.893681 -2.119714
C 3.387650 2.204563 9.389466
Br 2.002862 3.027877 8.340060
Br 4.938305 1.834007 8.312067
Br 3.832365 3.265963 10.930144
H 3.004665 1.260008 9.745065

Forces on the atoms, in the same order (eV/Å):
0.059 -0.142 -0.189
0.029 0.361 -0.045
-0.137 -0.324 0.008
0.381 -0.280 0.372
-0.585 -0.002 -0.125
-0.015 -0.008 -0.082
-0.355 0.234 -0.117
0.041 -0.201 -0.047
0.320 -0.146 0.243
-0.361 0.306 -0.125
0.044 -0.010 0.015
-0.042 0.131 0.003
0.088 0.140 0.117
-0.108 -0.068 0.048
0.047 -0.061 -0.119
-0.041 -0.142 0.146
-0.015 0.117 0.019
-0.014 0.095 -0.138
-0.176 0.191 -0.058
0.279 0.024 -0.048
0.180 -0.014 -0.018
0.028 -0.076 0.079
0.008 0.099 0.029
0.150 -0.143 -0.033
-0.082 0.010 0.035
0.174 -0.079 -0.018
-0.087 0.070 -0.080
0.012 -0.053 0.065
0.109 0.015 0.165
0.029 -0.099 -0.024
-0.011 -0.022 0.007
-0.030 -0.067 0.044
0.025 -0.017 0.002
0.019 0.076 -0.105
-0.023 -0.046 0.030
0.010 0.031 0.012
0.021 -0.017 -0.046
0.048 -0.040 0.032
-0.001 0.012 -0.014
-0.006 0.045 -0.033
-0.023 0.013 -0.051
-0.004 0.045 -0.042
0.014 0.007 0.014
0.002 -0.036 0.037
0.004 -0.026 -0.033
0.015 -0.003 -0.020
0.030 -0.017 -0.026
-0.002 -0.049 0.055
-0.035 0.011 0.104
0.017 0.020 -0.027
0.006 0.021 -0.039
0.064 -0.026 0.019
0.015 -0.013 0.016
-0.038 0.006 0.034
-0.085 -0.032 -0.187
-0.006 -0.022 0.017
0.006 -0.089 0.061
-0.001 0.006 0.018
0.003 0.105 -0.076
-0.014 -0.001 0.014
-0.015 0.011 -0.021
-0.012 0.011 -0.033
-0.012 -0.019 0.035
-0.036 0.005 -0.040
0.067 0.132 0.144
0.022 -0.009 0.022
0.036 -0.079 0.004
-0.043 0.007 0.069
0.022 0.049 -0.113
0.032 0.039 0.015
-0.009 0.004 -0.023
0.067 0.072 -0.017
-0.080 -0.026 0.095
-0.006 0.020 -0.003
0.001 -0.010 -0.031
-0.011 -0.025 0.002

Output
orbital gap = 8.969 eV
E = -2261103.960 eV
LUMO energy = -0.0186 Eh
HOMO energy = -0.348 Eh
M = 2809.138 g/mol

=====

No. 2
Here is C18H25Br3N5O13V as an isolated structure from OMol25. Energies are from ωB97M-V with the def2-TZVPD basis set.

Element x y z (Å)
O 0.349180 -8.155180 -2.293100
V -0.143540 -7.595890 -0.897080
O 0.733700 -8.013040 0.244940
C 0.503960 -3.454040 -0.187870
C 0.393270 -4.553050 -1.206590
O -0.711090 -5.433560 -1.024780
H 1.496220 -3.030020 -0.341910
H 0.365690 -3.754630 0.850700
H -0.167610 -2.638900 -0.457390
H 1.221740 -5.251230 -1.087010
H 0.424790 -4.158660 -2.222250
C 3.994760 -6.593690 0.137640
N 3.593700 -5.283190 0.679370
O 2.735330 -5.281600 1.514540
O 4.243640 -4.361240 0.196070
H 4.660020 -6.480760 -0.718390
H 3.051560 -7.076800 -0.117460
H 4.520230 -7.152780 0.911840
C -0.335820 -4.567360 3.700720
N -0.976940 -5.481630 2.663370
O -1.979240 -5.082630 2.044060
O -0.631130 -6.630970 2.498370
H 0.685820 -4.291130 3.439860
H -0.417950 -5.084040 4.656960
H -0.826460 -3.594910 3.742120
C -1.815860 -2.632810 -4.450410
N -2.581040 -2.359450 -3.234140
O -2.783410 -3.325910 -2.488660
O -2.915410 -1.163460 -2.988550
H -1.842490 -3.689070 -4.718180
H -0.784810 -2.606330 -4.097790
H -2.066120 -1.991050 -5.295170
C -1.824480 -0.335780 4.641400
C -1.005410 0.181330 3.669800
C -1.095140 -0.353280 2.367510
C -1.938390 -1.463060 2.162450
C -2.662520 -2.028600 3.210450
C -2.600010 -1.468560 4.442440
N -2.286700 -1.947060 0.805290
O -2.183040 -1.120010 -0.097010
O -2.714180 -3.050500 0.592240
H -1.695750 -0.052100 5.675490
H -0.446030 1.087580 3.849290
H -0.572390 0.072160 1.523630
H -3.276000 -2.906310 3.070230
H -3.081100 -2.041710 5.221190
C -0.683420 1.726020 -3.030100
C -0.233860 0.634790 -2.295220
C 0.586140 -0.276160 -2.959310
C 0.910400 -0.165190 -4.334940
C 0.457570 0.924370 -4.972830
C -0.383030 1.855550 -4.362140
N 1.817460 -1.091600 -4.991410
O 1.548140 -1.338260 -6.142540
O 2.661200 -1.684530 -4.302640
H -1.261740 2.450830 -2.476380
H -0.528570 0.448010 -1.273130
H 0.851980 -1.098650 -2.311830
H 0.718890 1.167240 -5.992200
H -0.671460 2.780950 -4.838410
C 3.612850 -1.225720 1.568540
Br 2.232640 -1.560600 2.848430
Br 5.422930 -1.681120 2.266450
Br 3.540660 0.584300 0.766830
H 3.337100 -1.881790 0.742930

Forces on the atoms, in the same order (eV/Å):
0.243 -0.209 0.752
-4.340 5.540 -3.752
2.945 -1.446 2.761
0.052 0.741 -0.593
-0.309 -1.965 0.608
0.585 -3.171 0.200
0.318 0.069 0.359
0.028 -0.112 -0.174
-0.328 -0.061 0.245
1.054 0.588 -0.232
-0.053 0.130 -0.186
-0.233 -0.938 -0.284
2.045 -0.567 -1.418
-0.484 0.932 0.492
-1.132 0.636 0.976
-0.309 0.246 0.149
0.282 -0.306 0.003
-0.267 0.092 0.117
0.033 0.145 -0.265
-2.813 0.128 -1.397
1.635 0.621 1.527
1.557 0.032 0.909
0.169 -0.858 -0.165
0.228 -0.018 -0.200
-0.590 -0.496 -0.217
1.022 -0.833 -0.331
-1.476 1.010 1.944
0.157 1.761 -1.172
0.763 -2.990 -0.885
-0.900 0.051 0.094
0.204 0.859 -0.315
0.179 0.169 0.500
0.547 -0.915 1.600
-0.681 0.085 -1.556
-0.733 -0.701 0.116
-0.257 0.433 0.463
-0.079 -0.427 -1.320
0.309 -0.110 0.387
-0.049 0.727 -1.435
0.609 0.400 0.454
-0.013 -0.122 1.062
-0.158 0.646 0.032
0.313 -0.163 0.027
0.062 0.031 0.035
0.069 -0.059 -0.411
-0.163 0.574 0.432
-0.449 -0.095 1.095
0.611 -0.386 -1.569
-0.295 -0.616 0.593
0.299 0.056 2.986
-0.983 1.932 -1.964
0.559 0.280 0.635
-0.068 -1.573 1.423
0.531 0.026 -0.678
-0.873 1.025 -0.954
-0.220 0.284 -0.340
0.051 0.088 0.009
0.604 -0.438 -0.528
0.227 -0.445 -0.178
-0.042 -0.203 -0.454
0.479 0.060 -0.558
0.057 0.288 0.256
-1.272 0.377 -0.527
0.063 -0.811 0.629
0.677 -0.027 0.189

Output
orbital gap = 7.102 eV
E = -288936.464 eV
LUMO energy = -0.0774 Eh
HOMO energy = -0.338 Eh
M = 810.076 g/mol

=====

No. 3
Here is a 2-piece molecular cluster, C18H25BrO5 overall from OMol25. Energies are from ωB97M-V with the def2-TZVPD basis set.

Element x y z (Å)
C -1.679729 4.248168 2.478895
C -2.880928 3.092984 2.619162
O -3.498123 3.054820 3.808382
O -3.128022 2.198991 1.477893
C -3.589510 0.855428 1.929747
C -2.324613 -0.054761 2.538050
C -2.067878 -1.244028 1.441408
C -0.553774 -1.865610 1.417717
C 0.658161 -0.780365 1.601164
C 0.861940 0.465878 0.814137
C -0.149768 0.864775 -0.412369
C 0.679887 1.418748 -1.750484
C 0.507773 3.031652 -2.004467
Br 0.074117 0.367656 -3.363667
C 2.127271 1.429501 1.209697
O 2.069202 2.766110 0.996168
C 3.465575 0.793375 1.920288
C 3.308704 -0.485249 2.692563
C 1.785897 -1.104098 2.793019
O 1.468107 -1.856617 3.880286
H -1.014653 4.321724 3.456991
H -2.132495 5.330429 2.271887
H -0.985911 4.019199 1.550644
H -4.473799 0.901246 2.704739
H -4.052872 0.349084 0.952875
H -2.641865 -0.527470 3.565005
H -1.442642 0.700872 2.677132
H -2.789869 -2.142392 1.753769
H -2.419731 -0.957170 0.337195
H -0.409151 -2.347625 0.335517
H -0.426733 -2.755541 2.188470
H -0.861951 1.749101 -0.067305
H -0.824350 -0.007672 -0.803451
H 1.801940 1.140989 -1.561118
H 0.923989 3.246186 -3.101149
H -0.642126 3.346587 -1.951823
H 1.146333 3.698828 -1.281561
H 4.472756 1.379731 1.783496
H 4.274948 -0.942795 3.169405
C 0.831322 -4.751918 -4.878854
C 1.215037 -3.680086 -3.894109
C 2.419815 -2.838167 -4.219275
O 0.569045 -3.499200 -2.863226
H -0.056275 -5.279408 -4.513654
H 0.596662 -4.300770 -5.846267
H 1.647800 -5.471065 -4.982282
H 2.255902 -2.301739 -5.157313
H 3.307040 -3.472034 -4.293329
H 2.577546 -2.106280 -3.420000

Forces on the atoms, in the same order (eV/Å):
-0.044 0.026 -1.174
-1.574 0.575 4.938
3.376 -0.535 -7.625
0.428 0.998 3.955
-0.953 -1.374 0.135
-1.208 0.473 -1.048
-0.330 -0.825 0.361
0.550 -0.198 -0.790
1.436 2.421 -0.795
-0.240 -2.958 1.605
0.132 1.062 -0.282
0.653 0.754 1.973
0.043 -0.157 -1.109
0.393 0.741 0.960
-0.250 4.681 -0.391
0.346 -8.048 1.042
-1.863 -3.312 1.391
-0.360 4.004 -2.868
-0.918 -2.703 4.310
1.894 4.563 -6.978
-1.764 -0.500 -2.037
0.660 -2.537 0.579
-1.403 0.293 1.956
1.925 0.384 -1.470
1.252 1.223 2.097
0.771 1.057 -2.020
-1.462 -1.698 -0.272
1.577 1.898 -0.737
0.976 -0.324 2.558
-0.159 1.027 2.299
-0.154 2.206 -1.441
1.442 -1.893 -0.567
1.522 1.454 1.291
-2.122 0.593 -0.783
-1.077 -0.390 2.364
2.584 -0.772 -0.133
-1.326 -1.650 -1.091
-2.271 -1.265 0.424
-2.458 0.680 -0.689
-0.410 -0.175 0.240
-0.863 0.284 1.420
0.000 0.279 0.419
0.825 -0.257 -1.292
0.205 0.139 -0.061
0.203 -0.108 -0.027
-0.004 0.124 -0.196
0.152 -0.147 -0.034
-0.050 0.048 -0.222
-0.083 -0.162 -0.183

Output
orbital gap = 7.926 eV
E = -99341.100 eV
LUMO energy = -0.0660 Eh
SMILES = CC(=O)OCCCCC1=C(C[C@H](C)Br)C(=O)C=CC1=O.CC(C)=O
HOMO energy = -0.357 Eh
M = 401.297 g/mol